1.
Computed, not measured: a structure of composition C7H10N at a distorted geometry, with ωB97M-V/def2-TZVPD.

Summary:
E_HOMO	-15.77	eV
energy relative to the best compared isomer or geometry (same formula, charge and spin)	363.66	kJ/mol
gap between HOMO and LUMO	0.4858	hartree
LUMO	-2.55	eV
E	-327.06251	a.u.
charge	+1

Geometry as XYZ:
```
18
Properties=species:S:1:pos:R:3:forces:R:3:nbo_charge:R:1
C 0.7042 -1.5125 -0.2747 -0.161 -0.697 0.452 -0.04
C -0.1965 -0.9328 0.7883 0.851 -1.910 -0.597 0.22
C 0.4844 -0.3606 -1.1139 -2.475 1.009 -0.472 0.15
C -0.3453 0.2359 -0.0738 -2.220 -1.961 -0.198 0.17
C -0.5607 -1.3369 2.2147 -1.538 1.946 -0.939 -0.66
C 0.8404 0.1726 -2.4297 2.782 -1.347 -0.500 -0.68
C -0.9106 1.5437 0.2199 2.353 -0.452 1.293 -0.64
N 1.1079 -0.1386 0.2651 2.464 1.129 1.378 -0.19
H 1.5117 -2.2605 -0.3524 -0.812 0.321 0.350 0.29
H -0.6308 -0.3511 2.8239 -0.345 -1.979 -0.784 0.26
H 0.0566 -2.0426 2.7093 1.265 -0.328 0.104 0.27
H -1.5246 -1.9416 2.0945 0.823 1.412 0.296 0.28
H 1.9378 0.2636 -2.4661 -0.069 -0.614 -0.257 0.26
H 0.6007 1.1249 -2.7803 -1.367 1.847 0.556 0.27
H 0.5108 -0.4766 -3.2334 0.072 -0.504 0.141 0.27
H -1.7091 1.9235 -0.3285 -1.547 0.041 -0.889 0.27
H -0.0387 2.1133 -0.0263 0.320 1.448 0.160 0.25
H -1.0337 1.5307 1.3025 -0.396 0.639 -0.092 0.25
```
Positions in Å, forces in eV/Å.



2.
Computed, not measured: an isolated molecule of C7H10N2 at a distorted geometry, with ωB97M-V/def2-TZVPD.

Summary:
E_HOMO	-8.36	eV
energy relative to the best compared isomer or geometry (same formula, charge and spin)	297.79	kJ/mol
gap between HOMO and LUMO	0.3367	hartree
LUMO	0.80	eV
E	-382.13874	a.u.
structure (SMILES)	C[C@@H](C#N)CCC=C=N
charge	0

Geometry as XYZ:
```
19
Properties=species:S:1:pos:R:3:forces:R:3:nbo_charge:R:1
C 2.7473 0.1968 0.2085 -0.448 -0.513 0.266 0.45
C -0.4020 -1.6094 -0.2843 0.436 -0.638 -0.614 0.29
C 0.4658 1.1197 -0.3251 -0.286 -0.285 -0.017 -0.43
C -0.4829 0.5152 0.7021 2.097 0.943 1.895 -0.38
C 1.9250 1.2109 0.0035 0.799 0.849 0.500 -0.46
C -1.2903 -0.6310 0.2827 -1.462 -1.480 -0.590 -0.35
C -2.5017 -0.3899 -0.5984 -1.416 2.385 -0.830 -0.60
N 3.4387 -0.8042 0.2264 -0.043 0.654 -1.035 -0.63
N 0.2894 -2.4423 -0.6542 0.367 -0.352 -0.281 -0.33
H 0.5387 0.6298 -1.2560 -0.841 -1.471 -1.123 0.23
H -0.0052 2.0180 -0.6415 0.385 1.458 0.004 0.22
H 0.1652 -0.0025 1.4122 0.308 0.527 0.449 0.22
H -0.9625 1.3294 1.3053 -0.157 -0.889 -0.718 0.22
H 2.3593 2.1954 -0.1148 0.341 -0.075 0.213 0.24
H -1.5751 -1.2042 1.1529 -0.676 0.265 0.715 0.25
H -2.6808 0.7835 -0.5147 0.129 -2.406 -0.748 0.21
H -3.4336 -0.8378 -0.2170 0.505 0.022 0.067 0.23
H -2.4276 -0.7460 -1.6707 0.235 0.757 1.230 0.23
H 3.8324 -1.3315 0.9830 -0.272 0.248 0.619 0.40
```
Positions in Å, forces in eV/Å.



3.
Computed, not measured: a structure of composition C7H10N2O at a distorted geometry, with ωB97M-V/def2-TZVPD.

Summary:
E_HOMO	-9.69	eV
energy relative to the best compared isomer or geometry (same formula, charge and spin)	299.21	kJ/mol
gap between HOMO and LUMO	0.3836	hartree
LUMO	0.75	eV
E	-457.39483	a.u.
charge	0

Geometry as XYZ:
```
20
Properties=species:S:1:pos:R:3:forces:R:3:nbo_charge:R:1
N -1.2992 2.5506 -0.2530 0.427 -1.731 0.102 -0.33
C -0.8972 1.4723 -0.0808 -0.027 1.681 0.349 0.31
C -0.2405 0.2371 0.3144 -0.103 -0.083 -0.125 -0.02
N -0.9892 -0.8167 1.0284 -0.145 -0.185 -0.139 -0.59
C 0.3913 -1.3317 1.3331 -0.027 -0.086 0.240 -0.07
C 0.7831 -1.8607 -0.0505 0.002 -0.202 -0.070 -0.41
C 0.7721 -0.4689 -0.7019 -0.090 -0.030 -0.264 -0.19
C 1.9293 0.2263 0.0508 0.239 0.113 -0.054 -0.41
C 0.9913 0.1291 1.2539 0.073 0.232 0.187 -0.20
H -1.3820 -0.4071 1.8768 0.079 0.041 -0.105 0.36
H 0.4994 -1.9695 2.2148 0.000 0.168 -0.246 0.22
H 1.7770 -2.3239 -0.0886 -0.201 0.153 -0.002 0.21
H 0.0380 -2.5613 -0.4433 0.126 0.218 0.149 0.23
H 0.6347 -0.3828 -1.7834 0.046 -0.012 0.291 0.23
H 2.8948 -0.2961 0.0796 -0.254 0.131 -0.020 0.21
H 2.0739 1.2721 -0.2499 -0.062 -0.240 0.062 0.22
H 1.0802 0.7063 2.1797 -0.018 -0.127 -0.232 0.23
O -3.0717 1.9883 -2.6092 0.042 0.116 0.919 -0.96
H -3.1523 1.1391 -2.1173 0.160 1.228 -0.306 0.47
H -2.8331 2.6975 -1.9537 -0.266 -1.384 -0.737 0.49
```
Positions in Å, forces in eV/Å.